{
  "formula": "C6H9NO",
  "method": "ωB97M-V with the def2-TZVPD basis set",
  "elements": ["C", "C", "C", "C", "C", "C", "O", "N", "H", "H", "H", "H", "H", "H", "H", "H", "H"],
  "positions_angstrom": [[-0.891146, 0.802281, 1.587937], [0.397896, -0.687011, -1.132196], [0.152966, -0.000761, 0.850212], [-0.173256, -1.232882, 0.020391], [0.871781, 0.586635, -0.419660], [-0.030510, 1.197384, -1.379150], [0.891728, -1.238736, -2.269871], [1.049620, -0.884085, 1.493172], [0.239191, -1.846016, -2.640642], [0.552944, -1.495093, 2.142503], [-0.847132, -2.057786, 0.203392], [1.928597, 0.823227, -0.373797], [-1.374470, 0.183436, 2.345190], [-1.659738, 1.171948, 0.907020], [-0.417112, 1.646559, 2.089298], [0.374606, 1.637997, -2.280102], [-1.065965, 1.392904, -1.143698]],
  "forces_ev_per_a": [[0.275, -0.043, 0.013], [0.146, 2.508, -1.290], [-0.655, 0.326, -0.545], [0.526, 0.782, 1.691], [0.125, -0.702, 0.825], [-0.422, -1.935, 0.285], [0.438, -0.405, -0.102], [-0.511, -1.109, -1.656], [0.078, 0.214, 0.038], [-0.215, 0.313, 0.173], [0.145, 0.030, 0.316], [-0.031, 0.132, 0.150], [0.002, -0.013, -0.018], [0.082, 0.029, 0.069], [-0.053, 0.070, 0.039], [-0.046, -0.399, -0.124], [0.117, 0.202, 0.134]],
  "mulliken_charge": [-1.321, 0.087, 1.482, -0.761, -0.109, -1.000, -0.479, -0.860, 0.339, 0.271, 0.424, 0.426, 0.358, 0.291, 0.332, 0.308, 0.208],
  "max_force_ev_per_a": 2.82,
  "charge": 0,
  "energy_ev": -9900.2103,
  "homo_ev": [-7.41, -7.42]
}